# 1
Molecular formula: C52H32BF18O17
Method: DFT, the ωB97M-V functional and the def2-TZVPD basis

Output
Frontier orbital gap   4.684 eV
Total charge   -1
Relative energy (zero: lowest compared OMol25 entry of this formula, charge and spin)   172.8 kcal per mole

Element x y z (Å)
O  2.363  -0.138  2.108
B  3.082  -1.050  1.190
O  2.872  -2.509  1.285
C  1.518  -2.718  0.750
F  0.624  -2.697  1.968
C  1.306  -1.392  -0.240
C  0.976  -1.713  -1.823
F  1.652  -3.037  -2.103
F  1.654  -0.753  -2.774
C  -0.612  -1.953  -2.156
F  -0.978  -3.262  -1.573
F  -0.689  -2.138  -3.655
C  -1.606  -0.707  -1.780
F  -2.489  -0.507  -2.991
F  -0.765  0.507  -1.694
C  -2.617  -0.963  -0.519
F  -1.746  -1.432  0.615
F  -3.569  -2.043  -0.985
C  -3.572  0.288  -0.087
F  -2.847  1.611  0.015
F  -4.573  0.517  -1.197
C  -4.298  0.134  1.397
F  -5.172  1.370  1.485
F  -3.280  0.336  2.450
C  -5.312  -1.111  1.574
F  -6.363  -0.643  2.557
F  -6.120  -1.439  0.337
C  -4.753  -2.519  2.135
F  -3.418  -2.545  2.748
F  -4.778  -3.656  1.139
F  -5.708  -2.976  3.215
O  2.637  -0.715  -0.207
H  2.706  0.781  1.900
H  4.187  -0.630  1.170
H  1.248  -3.780  0.313
H  0.620  -0.523  0.203
C  6.937  0.503  -1.744
C  7.857  0.033  -2.592
C  8.525  -1.262  -2.357
O  9.369  -1.691  -3.131
C  8.137  -2.018  -1.150
C  7.217  -1.548  -0.302
C  6.548  -0.253  -0.537
O  5.704  0.177  0.238
H  6.437  1.451  -1.901
H  8.152  0.576  -3.482
H  8.636  -2.966  -0.992
H  6.921  -2.090  0.589
C  -9.383  -0.124  1.671
C  -8.755  0.955  2.148
C  -9.489  2.202  2.440
O  -8.915  3.190  2.875
C  -10.943  2.210  2.186
C  -11.572  1.131  1.709
C  -10.838  -0.116  1.417
O  -11.412  -1.105  0.982
H  -8.860  -1.047  1.450
H  -7.689  0.964  2.340
H  -11.467  3.132  2.406
H  -12.638  1.121  1.516
C  3.362  -5.231  -2.303
C  4.282  -5.701  -3.152
C  4.951  -6.996  -2.916
O  5.795  -7.426  -3.691
C  4.562  -7.752  -1.709
C  3.642  -7.282  -0.861
C  2.974  -5.987  -1.096
O  2.130  -5.558  -0.322
H  2.863  -4.283  -2.461
H  4.578  -5.159  -4.042
H  5.062  -8.700  -1.552
H  3.347  -7.825  0.029
C  -1.952  4.813  -5.666
C  -1.017  5.506  -5.009
C  -0.434  5.002  -3.750
O  0.421  5.636  -3.147
C  -0.923  3.703  -3.246
C  -1.859  3.011  -3.903
C  -2.442  3.515  -5.163
O  -3.296  2.880  -5.766
H  -2.390  5.169  -6.591
H  -0.647  6.459  -5.366
H  -0.485  3.348  -2.322
H  -2.229  2.057  -3.546
C  -9.213  6.632  2.976
C  -8.050  6.246  3.508
C  -7.088  7.230  4.043
O  -6.022  6.877  4.528
C  -7.462  8.656  3.969
C  -8.626  9.042  3.437
C  -9.588  8.058  2.902
O  -10.654  8.411  2.416
H  -9.930  5.923  2.578
H  -7.761  5.203  3.570
H  -6.746  9.364  4.366
H  -8.915  10.084  3.374
C  11.292  4.901  -2.136
C  10.156  4.232  -1.915
C  9.642  3.252  -2.892
O  8.601  2.641  -2.692
C  10.433  3.037  -4.120
C  11.569  3.706  -4.340
C  12.083  4.686  -3.364
O  13.123  5.297  -3.564
H  11.682  5.624  -1.430
H  9.565  4.378  -1.019
H  10.042  2.314  -4.825
H  12.160  3.560  -5.237
C  0.962  -4.737  4.775
C  1.882  -5.207  3.927
C  2.551  -6.502  4.162
O  3.395  -6.932  3.388
C  2.162  -7.258  5.369
C  1.242  -6.788  6.218
C  0.574  -5.493  5.982
O  -0.270  -5.064  6.757
H  0.463  -3.789  4.618
H  2.178  -4.665  3.037
H  2.662  -8.206  5.527
H  0.947  -7.331  7.108

Force components x, y, z for each atom (eV/Å):
O -0.3 1.0 0.2
B 0.9 1.8 -0.6
O -3.9 -0.8 -1.2
C 1.1 0.0 1.4
F 0.7 0.4 -2.1
C 1.5 2.3 0.0
C 2.5 -0.8 0.1
F -2.4 3.8 0.3
F -2.8 -3.0 2.9
C 1.1 -2.3 -2.6
F 0.6 4.3 -1.5
F -0.1 0.5 4.5
C -0.3 1.4 -2.7
F 2.5 -0.3 3.9
F -2.9 -3.7 0.1
C 0.7 -1.8 0.1
F -3.5 1.5 -3.6
F 3.1 3.3 2.0
C -0.4 3.0 -1.2
F -2.0 -4.6 -0.4
F 3.2 -1.0 3.9
C 0.0 3.9 0.5
F 2.5 -3.9 -0.3
F -3.6 -1.3 -3.5
C -3.9 -0.1 0.2
F 3.6 -1.6 -3.0
F 3.1 1.4 3.9
C 0.4 -5.1 2.3
F -4.8 0.6 -2.4
F 0.1 4.5 3.3
F 3.3 1.6 -3.7
O -3.1 -2.1 -0.8
H -0.6 -2.0 0.4
H 0.5 -1.1 0.5
H 1.1 2.5 0.8
H 0.7 -2.4 -0.9
C 0.1 -0.1 -0.5
C -0.3 0.0 0.0
C 0.3 -0.1 -0.3
O -0.2 0.2 0.3
C -0.2 0.0 0.3
C 0.3 -0.4 0.0
C -0.9 0.5 0.6
O 1.7 0.2 -0.8
H 0.0 -0.1 0.0
H -0.1 -0.2 0.1
H 0.0 0.0 0.0
H -0.1 0.0 0.0
C 0.4 0.2 0.1
C 0.0 -0.3 -0.1
C 0.4 0.5 0.2
O -0.4 -0.5 -0.2
C -0.4 -0.2 -0.1
C 0.0 0.5 0.2
C -0.3 -0.8 -0.3
O 0.3 0.7 0.3
H 0.0 0.0 0.0
H -0.2 0.1 0.0
H 0.0 0.0 0.0
H 0.0 0.0 0.0
C 0.3 0.1 -0.5
C -0.3 0.1 0.2
C 0.5 -0.1 -0.6
O -0.4 0.1 0.4
C -0.3 0.0 0.4
C 0.3 -0.4 -0.1
C -0.6 0.4 0.5
O 0.6 -0.7 -0.6
H 0.3 -0.4 0.0
H 0.0 0.0 0.0
H 0.0 0.0 0.0
H 0.0 0.1 0.0
C 0.3 0.4 0.0
C -0.3 0.0 -0.4
C 0.7 0.4 0.5
O -0.6 -0.4 -0.4
C -0.3 -0.4 0.0
C 0.3 0.1 0.3
C -0.6 -0.6 -0.4
O 0.5 0.5 0.3
H 0.0 0.0 0.0
H 0.0 0.0 0.0
H 0.0 0.0 0.0
H 0.0 0.0 -0.1
C 0.3 -0.2 0.1
C -0.3 -0.2 -0.2
C 0.8 -0.3 0.3
O -0.7 0.3 -0.3
C -0.3 0.4 -0.1
C 0.4 0.1 0.2
C -0.7 0.1 -0.3
O 0.6 -0.2 0.3
H 0.0 0.0 0.0
H 0.0 0.0 0.0
H 0.0 0.0 0.0
H 0.0 0.0 0.0
C -0.4 -0.1 0.3
C 0.3 0.3 0.2
C -0.8 -0.4 0.2
O 0.8 1.0 -0.2
C 0.4 0.1 -0.3
C -0.3 -0.3 -0.1
C 0.8 0.4 -0.1
O -0.6 -0.4 0.1
H 0.0 0.0 0.0
H 0.0 0.0 0.0
H 0.0 0.0 0.0
H 0.0 0.0 0.0
C 0.2 0.0 -0.3
C -0.2 0.3 0.0
C 0.5 0.0 -0.6
O -0.5 0.1 0.5
C -0.3 -0.1 0.5
C 0.3 -0.4 -0.1
C -0.5 0.5 0.3
O 0.5 -0.3 -0.3
H 0.0 0.0 -0.1
H 0.0 0.1 0.0
H 0.0 0.0 0.0
H 0.0 0.0 0.0

# 2
Molecular formula: C52H33CoN4O4
Method: DFT, the ωB97M-V functional and the def2-TZVPD basis

Output
Frontier orbital gap (alpha / beta)   4.517 / 4.684 eV
Multiplicity   5
Total charge   0

Element x y z (Å)
Co  -0.371  -0.160  -0.091
C  -7.418  0.970  -2.782
C  -6.427  0.487  -3.622
C  -5.145  0.284  -3.140
C  -4.836  0.576  -1.816
C  -5.835  1.063  -0.978
C  -7.119  1.253  -1.458
C  -3.468  0.367  -1.292
C  -3.107  -0.930  -0.866
C  -4.021  -1.997  -0.711
C  -3.371  -2.975  0.006
C  -2.055  -2.511  0.221
C  -1.002  -3.274  0.785
C  -1.286  -4.547  1.468
C  -1.771  -5.647  0.769
C  -2.007  -6.842  1.423
C  -1.780  -6.948  2.785
C  -1.307  -5.853  3.489
C  -1.050  -4.659  2.837
C  0.318  -2.913  0.558
N  0.702  -1.715  0.019
C  2.000  -1.853  -0.359
C  2.853  -0.807  -0.718
C  4.118  -1.163  -1.357
C  4.042  -1.982  -2.490
C  5.183  -2.389  -3.150
C  6.429  -1.996  -2.686
C  6.516  -1.192  -1.561
C  5.376  -0.772  -0.903
C  2.491  0.522  -0.374
C  3.358  1.611  -0.155
C  2.586  2.639  0.344
C  1.252  2.181  0.348
N  1.204  0.887  -0.083
C  0.122  3.025  0.523
C  -1.108  2.677  -0.040
C  -2.212  3.552  -0.298
C  -3.156  2.822  -0.946
C  -2.679  1.472  -0.992
N  -1.410  1.418  -0.490
C  0.308  4.249  1.305
C  -0.020  5.532  0.869
C  0.080  6.608  1.733
C  0.507  6.425  3.039
C  0.899  5.165  3.462
C  0.815  4.091  2.599
C  2.450  -3.185  -0.079
C  1.429  -3.816  0.553
N  -1.900  -1.261  -0.317
H  -8.420  1.129  -3.155
H  -6.652  0.270  -4.657
H  -4.369  -0.086  -3.794
H  -5.597  1.288  0.051
H  -7.887  1.627  -0.795
H  -5.032  -1.986  -1.067
H  -3.759  -3.920  0.333
H  -1.938  -5.567  -0.296
H  -2.362  -7.697  0.867
H  -1.971  -7.883  3.292
H  -1.128  -5.934  4.550
H  -0.676  -3.803  3.380
H  3.071  -2.281  -2.859
H  5.099  -3.011  -4.030
H  7.325  -2.319  -3.195
H  7.482  -0.890  -1.185
H  5.461  -0.180  -0.006
H  4.415  1.626  -0.326
H  2.915  3.619  0.631
H  -2.251  4.592  -0.039
H  -4.104  3.144  -1.330
H  -0.316  5.696  -0.157
H  -0.173  7.599  1.386
H  0.558  7.267  3.715
H  1.275  5.025  4.465
H  1.118  3.109  2.926
H  3.439  -3.550  -0.280
H  1.409  -4.816  0.939
O  0.721  -0.713  3.274
C  -0.218  0.020  3.014
O  -0.784  0.187  1.888
C  -0.863  0.857  4.110
C  -0.304  0.865  5.379
C  -0.893  1.574  6.422
C  -2.054  2.252  6.139
O  -2.851  2.980  6.983
C  -3.943  3.418  6.204
O  -3.753  3.018  4.865
C  -2.603  2.266  4.856
C  -2.024  1.583  3.819
H  0.597  0.294  5.543
H  -0.468  1.581  7.411
H  -4.012  4.516  6.259
H  -4.875  2.971  6.593
H  -2.447  1.584  2.829

Force components x, y, z for each atom (eV/Å):
Co -0.2 0.3 1.3
C 0.0 0.0 0.0
C -0.1 0.0 -0.1
C 0.1 0.0 0.1
C -0.2 0.1 -0.1
C 0.1 -0.1 0.0
C -0.1 0.1 0.0
C 0.4 0.8 0.2
C -0.3 -0.9 0.1
C 0.3 0.7 -0.3
C 0.7 0.0 0.2
C -0.8 0.0 -0.1
C 0.8 0.2 -0.1
C -0.1 -0.2 0.2
C 0.1 0.1 -0.1
C 0.0 -0.1 0.0
C 0.0 0.0 0.0
C 0.0 -0.1 0.1
C 0.0 0.1 -0.1
C -0.6 -0.1 0.0
N 0.4 -0.2 -0.1
C 0.2 0.3 0.0
C -0.5 -0.5 0.2
C 0.2 -0.2 -0.3
C 0.0 0.1 0.1
C 0.1 -0.1 -0.1
C 0.0 0.0 0.0
C 0.1 0.0 0.0
C -0.2 0.0 0.1
C 0.2 0.8 0.0
C -0.2 -0.6 -0.2
C -0.7 0.0 0.1
C 0.7 0.0 0.0
N 0.5 0.2 -0.1
C -0.5 -0.3 -0.4
C 0.4 0.0 0.1
C -0.4 -0.1 -0.1
C 0.3 0.3 0.1
C -0.3 -0.4 -0.2
N 0.0 0.2 0.0
C 0.0 0.3 0.3
C 0.0 -0.1 -0.1
C 0.0 0.1 0.0
C 0.1 0.0 0.0
C 0.0 0.1 0.1
C -0.1 -0.1 -0.1
C -0.3 -0.2 0.2
C 0.3 0.1 -0.1
N -0.4 -0.3 -0.1
H 0.0 0.0 0.0
H 0.0 0.0 0.0
H 0.1 -0.1 -0.1
H 0.0 0.0 0.1
H 0.0 0.0 0.0
H -0.2 0.0 0.0
H 0.0 -0.1 0.1
H 0.0 0.0 -0.1
H -0.1 -0.1 -0.1
H 0.0 0.0 0.0
H 0.0 0.0 0.1
H 0.1 0.1 0.0
H -0.1 0.0 0.0
H 0.0 0.0 0.0
H 0.1 0.0 0.0
H 0.1 0.0 0.0
H 0.0 0.0 0.1
H 0.1 0.0 0.0
H 0.0 0.2 0.0
H 0.0 0.1 0.1
H -0.1 0.1 0.0
H -0.1 0.0 -0.1
H 0.0 0.1 0.0
H 0.0 0.1 0.0
H 0.0 -0.1 0.1
H 0.0 -0.2 0.1
H 0.1 -0.1 0.0
H 0.0 -0.2 0.1
O 0.4 -0.3 0.0
C 0.1 0.3 0.8
O -0.5 0.0 -1.6
C 0.2 -0.2 -0.1
C -0.1 0.0 -0.3
C -0.3 0.2 0.1
C -0.1 -0.1 -0.6
O 0.4 -0.1 0.2
C -0.9 0.6 0.4
O 0.2 -0.1 -0.4
C 0.4 -0.2 0.6
C -0.2 0.2 0.3
H 0.1 -0.1 0.0
H 0.0 0.0 0.2
H 0.1 -0.3 -0.1
H 0.3 0.1 -0.1
H 0.0 -0.1 -0.1

- Look up the total charge of the second one.
  0

- The lowest total charge belongs to which entry?
  C52H32BF18O17

- Which formula does entry 1 have?
  C52H32BF18O17